{
  "formula": "C55H90F3N14O9SV",
  "method": "ωB97M-V/def2-TZVPD",
  "e_lumo_ev": [-1.37, -0.64],
  "spin_multiplicity": 3,
  "s_squared": 2.02,
  "gap_ev": [6.24, 6.97],
  "energy_ev": -142448.912,
  "e_homo_ev": [-7.61, -7.61],
  "charge": 0,
  "elements": ["V", "N", "O", "O", "O", "N", "O", "O", "O", "C", "F", "F", "F", "S", "O", "O", "O", "N", "C", "C", "C", "C", "H", "H", "H", "H", "H", "N", "C", "C", "C", "C", "H", "H", "H", "H", "H", "N", "C", "C", "C", "C", "H", "H", "H", "H", "H", "N", "C", "C", "C", "C", "H", "H", "H", "H", "H", "N", "C", "C", "C", "C", "H", "H", "H", "H", "H", "N", "C", "C", "C", "C", "H", "H", "H", "H", "H", "N", "C", "C", "C", "C", "H", "H", "H", "H", "H", "N", "C", "C", "C", "C", "H", "H", "H", "H", "H", "N", "C", "C", "C", "C", "H", "H", "H", "H", "H", "C", "C", "N", "C", "C", "C", "C", "H", "H", "H", "H", "H", "H", "H", "H", "H", "H", "H", "H", "H", "H", "H", "C", "C", "N", "C", "C", "C", "C", "H", "H", "H", "H", "H", "H", "H", "H", "H", "H", "H", "H", "H", "H", "H", "C", "C", "N", "C", "C", "C", "C", "H", "H", "H", "H", "H", "H", "H", "H", "H", "H", "H", "H", "H", "H", "H"],
  "xyz": [[2.912033, 0.773711, -1.950286], [4.195873, -0.307269, -4.049206], [3.589663, -0.942849, -3.171026], [4.574033, -0.803309, -5.092856], [4.309483, 0.830431, -3.720116], [0.901113, -0.069819, -0.319766], [1.848273, 0.646261, 0.052414], [-0.189127, -0.058969, 0.151344], [1.125713, -0.372329, -1.482406], [6.708623, 1.780341, -0.775736], [7.159733, 2.907541, -0.212846], [6.768773, 1.841201, -2.119606], [7.536353, 0.762771, -0.444626], [4.936743, 1.431661, -0.138676], [4.846453, 1.439621, 1.329694], [4.005823, 2.360831, -0.851316], [4.499783, 0.198361, -0.771716], [1.919313, 0.216171, 4.208654], [1.136383, -0.586359, 4.947164], [1.659613, -1.862269, 4.840174], [2.846853, -1.787319, 4.134934], [2.999853, -0.492929, 3.748584], [1.844303, 1.214361, 4.074194], [0.321563, -0.212569, 5.549464], [1.291573, -2.769869, 5.295394], [3.559213, -2.587069, 3.995864], [3.806343, 0.046981, 3.274794], [7.940863, -3.460559, 2.209424], [7.861843, -3.311629, 0.890224], [7.004573, -2.312319, 0.500294], [6.674123, -1.614969, 1.640264], [7.212123, -2.396919, 2.702064], [8.404013, -4.189139, 2.733594], [8.354553, -4.068169, 0.297544], [6.712373, -1.997229, -0.490536], [6.019193, -0.757469, 1.686794], [7.066833, -2.186169, 3.751284], [-4.012877, 1.364891, -1.971356], [-4.819887, 2.368771, -2.457666], [-4.276287, 3.593381, -2.098356], [-3.111617, 3.329371, -1.293466], [-2.972587, 1.941011, -1.268386], [-4.302237, 0.413731, -2.149286], [-5.588617, 2.009461, -3.125766], [-4.749777, 4.532161, -2.345146], [-2.437017, 4.055851, -0.865056], [-2.175267, 1.311971, -0.900986], [2.871603, -3.845489, -1.290286], [3.858803, -3.125649, -0.622456], [3.363383, -2.610389, 0.585014], [1.985823, -2.908649, 0.471534], [1.692783, -3.744679, -0.591696], [2.893643, -4.273129, -2.205026], [4.829373, -2.959579, -1.066096], [3.922613, -1.996939, 1.275924], [1.280603, -2.569899, 1.216064], [0.818813, -4.199489, -1.034116], [5.009583, 5.735841, -0.213786], [3.865383, 6.299921, -0.788926], [2.831953, 6.218411, 0.123014], [3.347763, 5.408481, 1.135804], [4.718313, 5.170041, 0.930744], [5.916823, 5.754911, -0.657246], [4.050353, 6.897611, -1.669246], [1.860553, 6.681081, 0.029654], [2.720053, 5.108891, 1.962024], [5.386443, 4.662121, 1.610464], [1.500733, -2.781779, -6.890336], [1.745163, -2.713769, -5.532166], [0.569053, -2.530649, -4.873946], [-0.433727, -2.493649, -5.861166], [0.180853, -2.671159, -7.092286], [2.154943, -2.971199, -7.636156], [2.735363, -2.846049, -5.121806], [0.429933, -2.589319, -3.804546], [-1.506427, -2.443209, -5.746346], [-0.184337, -2.828539, -8.096406], [2.656253, 2.805001, 6.015894], [1.351953, 2.519471, 6.399374], [0.500173, 2.964321, 5.434564], [1.270413, 3.474681, 4.390874], [2.582693, 3.407511, 4.797114], [3.520553, 2.708031, 6.529384], [1.197633, 2.074591, 7.371314], [-0.573737, 2.940021, 5.546434], [0.837073, 3.803581, 3.457904], [3.522433, 3.672801, 4.335684], [-5.030877, 0.714351, 2.397214], [-5.140517, -0.034069, 1.226644], [-6.431647, -0.359399, 1.080414], [-7.185577, 0.144011, 2.175164], [-6.286957, 0.862561, 2.956344], [-4.188167, 1.150961, 2.742624], [-4.307437, -0.268849, 0.580694], [-6.798467, -0.988599, 0.282944], [-8.248407, 0.020721, 2.322114], [-6.428097, 1.504631, 3.813214], [-1.637787, 1.083291, 2.667744], [-2.143707, 2.308071, 2.390984], [-2.876707, 2.753741, 3.475324], [-2.945427, 1.655391, 4.329114], [-2.098317, 0.717701, 3.892304], [-1.026617, 0.554761, 2.061744], [-1.822387, 2.815871, 1.493594], [-3.255097, 3.747441, 3.664474], [-3.528367, 1.569631, 5.234224], [-1.848467, -0.247459, 4.307564], [-2.371837, -4.266319, 6.299434], [-1.678657, -3.645269, 5.105714], [-2.245517, -4.138159, 3.811964], [-1.520297, -3.454949, 2.759664], [-2.003877, -3.934049, 1.375134], [-3.705137, -3.934809, 3.678054], [-4.196077, -2.456569, 3.736244], [-1.914177, -3.802869, 7.173424], [-2.328547, -5.351849, 6.210834], [-3.424997, -4.008699, 6.411664], [-1.729467, -2.562319, 5.218574], [-0.616237, -3.880769, 5.168074], [-0.438287, -3.544679, 2.856074], [-1.760937, -2.400979, 2.898744], [-2.040207, -5.023439, 1.372564], [-1.279897, -3.549389, 0.656804], [-2.947687, -3.541449, 0.996724], [-4.068647, -4.331969, 2.730304], [-4.023647, -4.680519, 4.406444], [-3.891767, -1.962639, 2.813454], [-5.281157, -2.443009, 3.838804], [-3.959667, -1.851189, 4.611294], [-5.033767, 0.086631, -5.216296], [-4.432497, -1.243299, -4.608576], [-4.574137, -1.335329, -3.123746], [-6.004737, -1.462699, -2.705126], [-6.786947, -2.739739, -3.191406], [-3.676027, -2.379709, -2.554546], [-2.180947, -1.946959, -2.600566], [-4.396877, 0.940571, -4.985536], [-6.055007, 0.347721, -4.938786], [-4.967797, 0.068991, -6.304156], [-4.888717, -2.094029, -5.114766], [-3.375207, -1.309619, -4.865176], [-5.987587, -1.378439, -1.618516], [-6.521397, -0.548699, -2.997996], [-6.262317, -3.307989, -3.959486], [-6.751657, -3.375269, -2.306556], [-7.818147, -2.546349, -3.486916], [-3.761467, -3.296339, -3.138146], [-3.985297, -2.581829, -1.529066], [-1.599737, -2.572839, -1.923386], [-2.124907, -0.960569, -2.140126], [-1.785567, -1.876439, -3.613886], [0.431233, 3.487331, -1.059146], [0.371333, 2.672771, -2.340476], [1.708243, 2.320771, -2.951516], [1.395103, 1.950241, -4.381636], [0.499513, 0.679531, -4.563786], [2.638583, 3.532371, -3.014126], [2.099323, 4.669561, -3.907106], [-0.506097, 3.438631, -0.504936], [0.820713, 4.489441, -1.238516], [1.193663, 3.098921, -0.383916], [-0.241937, 1.776921, -2.243146], [-0.293457, 3.238231, -2.993476], [0.847863, 2.755231, -4.872176], [2.346323, 1.932621, -4.913576], [0.542993, 0.304531, -5.586316], [0.796583, -0.162959, -3.939236], [-0.552417, 0.848471, -4.333546], [3.625883, 3.301801, -3.414346], [2.734583, 3.893831, -1.990296], [2.747153, 5.539681, -3.800776], [1.068393, 4.932271, -3.669856], [2.152583, 4.445661, -4.972526]],
  "atomic_forces_ev_per_a": [[0.390, -0.910, 1.111], [-0.251, -3.655, -1.765], [-2.218, -2.302, 1.816], [0.044, 0.503, 0.776], [0.830, 6.617, 0.539], [0.351, 3.974, -1.299], [2.115, 1.310, 2.589], [-1.067, -1.390, 1.590], [-0.195, -2.993, -4.842], [0.956, -0.954, -0.113], [-0.394, -0.458, -0.509], [-0.686, 0.540, 1.079], [-0.988, 0.820, 0.289], [-2.296, 0.889, 2.391], [1.331, 0.388, -3.100], [0.597, 0.846, -0.126], [1.103, -2.724, -0.504], [1.156, 0.544, -0.304], [-0.765, -0.960, 0.209], [-1.088, -0.307, 1.292], [1.185, -0.400, -0.575], [0.180, 1.027, -0.290], [-0.258, -0.031, 0.207], [-0.066, -0.011, -0.340], [-0.153, 0.211, 0.107], [-0.099, 0.032, -0.213], [-0.090, -0.221, -0.239], [-1.164, 2.271, 1.145], [0.336, -2.305, -3.019], [1.175, 0.127, -0.991], [0.177, -1.594, 2.645], [-1.013, 1.748, 0.510], [-0.111, 0.364, -0.233], [-0.083, 0.137, -0.327], [0.354, -0.321, -0.106], [0.149, -0.063, 0.408], [0.250, -0.316, 0.033], [-0.087, 2.092, 0.217], [1.092, -0.342, 0.127], [-0.468, -0.669, 0.231], [-0.669, -1.048, -0.917], [-0.273, -0.015, -0.314], [0.790, -0.681, 0.006], [-0.343, 0.696, 0.165], [0.291, 0.082, 0.094], [-0.177, -0.080, -0.014], [-0.079, 0.075, 0.323], [0.385, 0.638, 0.630], [0.168, -0.243, 0.171], [-0.088, -0.696, -3.251], [-1.506, -0.428, 1.738], [1.107, 1.047, -0.144], [0.525, 0.207, 0.258], [-0.094, -0.393, 0.018], [-0.328, -0.121, -0.006], [-0.262, -0.233, 0.086], [-0.174, 0.192, 0.497], [0.017, 0.938, -2.679], [1.385, 0.988, 0.097], [1.005, -0.458, -1.373], [0.176, -0.279, 1.576], [-2.598, -0.707, 2.427], [-0.240, -0.061, 0.105], [-0.409, -0.036, -0.065], [0.033, -0.260, 0.024], [0.439, -0.207, 0.269], [0.172, -0.008, -0.408], [0.890, -0.125, 0.769], [1.199, -0.258, -0.190], [-0.131, -0.549, 0.005], [-0.662, -0.289, -1.204], [-1.101, 0.072, 0.055], [0.062, 0.117, 0.465], [-0.019, 0.152, -0.188], [0.098, 0.340, -0.039], [0.082, 0.070, 0.133], [-0.349, 0.285, 0.175], [-1.258, 0.225, -0.288], [1.205, 0.024, 1.249], [-0.679, -0.647, 1.077], [0.298, 0.475, -0.632], [0.929, -0.027, -0.635], [-0.460, -0.217, 0.026], [-0.249, 0.022, -0.138], [0.038, -0.143, -0.352], [0.407, 0.242, -0.019], [-0.251, 0.146, -0.331], [-0.805, -0.401, -0.962], [1.120, 1.025, 1.136], [-1.457, -1.068, -0.342], [0.614, 0.693, 0.229], [0.296, -0.624, -0.732], [-0.283, -0.037, -0.118], [0.124, 0.163, 0.256], [-0.173, 0.085, 0.069], [0.123, 0.139, 0.088], [-0.006, -0.227, 0.026], [-0.049, -0.039, 0.085], [0.760, 1.451, -0.354], [0.053, 0.393, -1.229], [-0.425, 0.708, 2.510], [0.606, -2.400, -0.461], [-0.003, 0.017, 0.082], [-0.188, 0.061, 0.070], [-0.282, -0.177, -0.364], [0.154, 0.138, 0.099], [-0.089, 0.041, -0.080], [-0.194, 0.385, 0.025], [-1.231, -0.704, -0.425], [1.164, 0.411, 0.450], [-1.317, 0.134, -0.718], [0.933, 0.509, 0.005], [0.793, 0.067, 0.730], [-0.577, -0.924, 0.540], [0.249, -0.731, 0.342], [0.303, -0.011, 0.537], [-0.094, 0.151, -0.385], [-0.128, 0.475, -0.306], [-0.039, -0.239, -0.370], [-0.046, -0.340, 0.103], [0.351, 0.652, -0.442], [0.099, 0.008, -0.201], [0.227, -0.369, -0.247], [-0.238, 0.059, 0.541], [0.369, -0.079, -0.082], [-1.057, 0.721, 0.330], [-0.203, 0.220, 0.210], [-0.234, -0.151, -0.678], [0.864, -0.177, 0.018], [1.153, -0.455, 0.090], [-0.727, 1.093, 0.328], [-0.360, -0.164, -0.557], [0.497, -0.061, -0.670], [1.014, 0.398, 1.213], [0.327, 0.636, -0.869], [-1.220, 0.458, 0.794], [0.000, -0.008, 0.491], [0.028, -0.368, 0.091], [-0.259, -0.423, -0.111], [-0.264, -0.253, 0.042], [-0.003, 0.278, 0.112], [-0.085, -0.411, 0.054], [0.037, -0.016, -0.329], [-0.060, 0.304, -0.203], [-0.524, -0.386, -0.160], [0.156, 0.036, 0.048], [-0.205, -0.414, 0.056], [0.007, 0.050, 0.020], [0.198, -0.310, -0.429], [0.104, 0.242, -0.125], [0.089, -0.253, 0.263], [1.251, -0.633, 0.472], [-0.528, 0.241, 0.544], [-0.361, 0.427, -1.049], [-0.638, -0.851, -0.296], [0.784, 0.227, 0.366], [-1.103, 0.819, -0.178], [0.183, -0.163, 0.002], [0.062, 0.324, -0.319], [-0.692, 0.264, -0.071], [0.027, -0.383, 0.205], [0.549, -0.396, 0.387], [0.538, 0.235, -0.777], [-0.032, 0.232, 0.352], [0.044, -0.597, 0.021], [0.129, 0.219, -0.057], [0.226, 0.115, 0.045], [0.026, 0.335, 0.019], [-0.087, -0.709, 0.270], [0.212, -0.021, -0.206], [-0.120, 0.073, 0.361], [0.078, 0.162, 0.065], [-0.071, -0.235, 0.045]]
}